Entry 1:
19
Properties=species:S:1:pos:R:3:forces:R:3:nbo_charge:R:1 method="wB97M-V/def2-TZVPD" smiles="NO[C@H](N)N(O)C(N)=[NH2+]" lumo_energy_ev=-2.635 homo_ev=-13.43 charge=+1 fmax_ev_per_a=2.8
N 1.62930 1.54571 -0.26592 1.7 -0.3 0.5 -0.537
O 1.65505 0.16950 -0.69625 0.1 0.1 0.0 -0.386
C 1.15022 -0.69917 0.25187 -1.5 0.2 -2.2 0.425
N 1.66195 -1.98248 0.11979 0.3 -1.3 1.8 -0.864
N -0.48984 -0.71210 0.03034 0.1 -0.1 -0.3 -0.173
O -1.07581 -1.93575 -0.45033 1.2 1.4 0.9 -0.523
C -1.31382 0.33468 -0.02684 -0.5 -0.4 -0.6 0.634
N -0.96117 1.63083 0.11088 -0.7 0.0 -0.2 -0.812
N -2.60424 0.07898 -0.26412 -1.9 1.3 -1.5 -0.779
H 2.63944 1.77286 -0.24362 -0.8 0.0 0.0 0.379
H 1.22108 2.08388 -1.02294 0.1 -0.3 -0.3 0.370
H 1.10792 -0.36734 1.22676 0.7 1.0 2.1 0.195
H 2.05968 -2.39974 1.00507 -0.9 0.9 -1.4 0.422
H 2.28999 -2.20472 -0.63635 -0.2 0.5 -0.4 0.426
H -0.29073 -2.48507 -0.26099 -0.2 -0.7 -0.2 0.501
H -1.56584 2.43673 -0.16079 0.6 -1.5 0.7 0.439
H -0.08984 1.78729 0.57606 0.5 0.6 -0.1 0.434
H -2.99201 -0.83637 -0.30128 0.5 -0.9 0.0 0.433
H -3.13944 0.68282 -0.92477 0.8 -0.3 1.2 0.416



Entry 2:
14
Properties=species:S:1:pos:R:3:forces:R:3:nbo_charge:R:1 method="wB97M-V/def2-TZVPD" lumo_energy_ev=-3.572 homo_ev=-15.48 charge=+1 fmax_ev_per_a=5.1
N -2.41046 0.52302 0.54901 0.2 1.4 1.4 -0.979
H -2.39145 0.86799 1.55646 0.2 0.3 -1.9 0.431
H -1.31767 0.53751 -0.03632 -0.7 -0.7 1.5 0.479
H -2.97142 1.13505 -0.06563 -0.4 -0.6 0.9 0.434
H -2.79781 -0.39084 0.72540 -0.4 -0.5 -1.0 0.428
C 0.90706 -0.21027 0.26696 2.2 -0.2 1.8 -0.092
O -0.20762 0.26545 -0.44373 1.9 2.7 -3.9 -0.684
C 2.02864 -0.71191 -0.65267 -1.9 -1.2 -2.9 -0.657
H 0.56211 -0.87738 1.08193 0.1 -0.3 -1.1 0.208
H 1.37703 0.58547 0.84944 -0.3 0.5 0.0 0.187
H 0.23312 0.93361 -1.12518 -1.8 -1.9 1.7 0.531
H 2.72692 -1.21550 -0.06205 1.0 -1.1 1.0 0.246
H 2.67836 0.06011 -1.16638 -1.3 -0.4 0.4 0.237
H 1.58319 -1.50230 -1.47726 1.3 2.0 2.0 0.230



Relative energy (zero: lowest compared OMol25 entry of this formula, charge and spin): 0.0 35.2 (kcal per mole)